[1]
{"formula": "C23H29Ca2Cl6FN3O11S2", "method": "ωB97M-V with the def2-TZVPD basis set", "symbols": ["C", "C", "C", "C", "C", "O", "C", "O", "C", "C", "N", "S", "N", "C", "C", "C", "C", "C", "O", "H", "H", "H", "H", "H", "H", "H", "H", "H", "H", "H", "H", "H", "H", "N", "C", "C", "C", "C", "C", "H", "H", "H", "H", "H", "C", "O", "H", "H", "H", "Ca", "C", "C", "O", "O", "H", "H", "H", "C", "Cl", "Cl", "H", "H", "Ca", "O", "H", "H", "C", "Cl", "Cl", "Cl", "Cl", "F", "O", "S", "O", "O", "O"], "xyz": [[3.5816, -0.0709, 1.7627], [3.1490, -0.0253, 0.3276], [2.0151, -0.7198, -0.1233], [1.1892, -1.5058, 0.8711], [-0.2758, -1.2115, 0.6910], [-0.5053, 0.1726, 1.1494], [-1.1409, 0.9894, 0.3638], [-1.6520, 1.9767, 0.8872], [1.6228, -0.6254, -1.5423], [2.3345, 0.1492, -2.5253], [2.1031, 0.3078, -3.7951], [3.2787, 1.3521, -4.3575], [4.0633, 1.6075, -2.9331], [3.5095, 0.8900, -1.9823], [3.8725, 0.7738, -0.6105], [5.0403, 1.6134, -0.1631], [4.4996, 2.7380, 0.7702], [4.2044, 4.0355, 0.0676], [3.1784, 3.0256, 0.6344], [4.6589, 0.0219, 1.8672], [3.2380, -0.9566, 2.2772], [3.1578, 0.8078, 2.2517], [1.4134, -1.1900, 1.8802], [1.3507, -2.5850, 0.8237], [-0.8337, -1.8691, 1.3518], [-0.6216, -1.3614, -0.3260], [-1.2099, 0.8002, -0.7063], [0.7363, -1.1502, -1.8688], [5.4931, 2.1332, -0.9950], [5.7345, 1.0532, 0.4568], [4.9328, 2.8247, 1.7590], [3.8082, 4.8612, 0.6434], [3.7699, 4.0438, -0.9231], [3.6374, -5.1804, 1.7990], [3.0175, -6.3534, 1.8424], [3.1019, -7.3012, 0.8274], [3.8660, -7.0097, -0.2887], [4.5169, -5.7844, -0.3490], [4.3677, -4.9171, 0.7218], [2.4252, -6.5385, 2.7306], [2.5775, -8.2422, 0.9152], [3.9538, -7.7214, -1.0992], [5.1245, -5.5129, -1.2034], [4.8591, -3.9432, 0.7320], [-0.8905, -2.1316, 3.5903], [-0.4498, -3.2126, 2.9911], [-1.8167, -1.6501, 3.1222], [-1.1774, -2.1957, 4.6676], [-0.1510, -1.2151, 3.5904], [-1.6054, 1.9818, 3.1567], [0.0790, 1.2903, -6.8292], [-0.0937, 2.2497, -8.0347], [0.6019, 3.2050, -8.1337], [-1.0804, 1.7534, -8.7677], [0.8755, 1.6507, -6.1889], [-0.8439, 1.2382, -6.2578], [0.3216, 0.2944, -7.1895], [-5.8112, 0.3508, 3.7421], [-5.9136, 2.0116, 3.2585], [-4.0978, -0.0795, 3.4414], [-6.0267, 0.2530, 4.7997], [-6.4512, -0.2996, 3.1570], [3.5671, -1.8788, -1.5265], [-3.8164, -0.2032, -1.2821], [-4.1290, -1.0149, -0.8698], [-3.5437, 0.3535, -0.5478], [-9.9861, 2.9988, 2.4120], [-8.8991, 4.1713, 3.0952], [-11.6665, 3.5693, 2.5211], [-9.5782, 2.7192, 0.7206], [-9.8557, 1.4543, 3.3026], [-1.8122, 1.5065, -10.2433], [-3.8739, 5.0938, 1.7259], [-5.3013, 5.5119, 1.9036], [-5.4529, 6.9546, 1.6679], [-5.7191, 5.1743, 3.2959], [-6.1349, 4.7473, 0.9440]], "e_lumo_ha": -0.069, "charge": -1, "multiplicity": 1}

[2]
{"formula": "C9H9ClN2O3", "method": "ωB97M-V with the def2-TZVPD basis set", "symbols": ["C", "C", "C", "C", "C", "C", "C", "C", "C", "N", "N", "O", "O", "O", "Cl", "H", "H", "H", "H", "H", "H", "H", "H", "H"], "xyz": [[4.2120, -0.5436, -0.2288], [3.3617, -0.9604, -1.3205], [3.8220, 0.3959, 0.6464], [2.1305, -0.3717, -1.3826], [2.5398, 1.0245, 0.5297], [1.6851, 0.6014, -0.4425], [-0.5081, 1.6637, -0.0871], [-3.9363, 0.2806, 1.2805], [-2.8882, -0.4102, 0.4647], [0.3421, 1.0309, -0.6003], [-2.9008, -0.6067, -0.7911], [-1.4593, 2.2459, 0.3292], [-2.0760, -1.2617, -1.4711], [-3.9783, -0.0439, -1.5190], [-1.4698, -0.8903, 1.3758], [5.2399, -0.9262, -0.0888], [3.7668, -1.7855, -1.9919], [4.5431, 0.4930, 1.5084], [1.3709, -0.4900, -2.1762], [2.3031, 1.6673, 1.3195], [-4.0334, -0.2877, 2.1964], [-4.8252, 0.2170, 0.6393], [-3.7388, 1.3293, 1.2766], [-3.9736, -0.6245, -2.2948]], "e_lumo_ha": 0.026, "de_lowest_kcal_mol": 21.1, "charge": 0, "smiles": "C/C(Cl)=[N+](/[O-])O.O=C=Nc1ccccc1", "multiplicity": 1}

no.,M (Da),energy (eV),strongest force on any atom (eV Å⁻¹)
1,899.50,-187700.2012,4.676
2,228.63,-31120.0196,3.107